Formula: C3H7N3O2
Source: OMol25
Level of theory: ωB97M-V/def2-TZVPD

Element x y z (Å)
C 1.91883 0.97303 -0.16142
C 0.35996 -1.53537 0.38664
C -2.37376 0.35936 -0.17660
N -1.62014 1.30024 0.06375
O -0.80165 -1.56267 0.64183
O 0.84770 0.49611 0.63221
N 1.30214 -2.00634 -0.22344
N -3.11202 -0.41361 -0.71642
H -1.89813 2.09588 0.61136
H -0.09278 0.90312 0.35843
H 2.09087 -2.49030 0.16730
H -3.23260 -1.38042 -0.48030
H 2.83819 0.82724 0.40287
H 2.00498 0.40962 -1.09737
H 1.76841 2.02411 -0.40881

Results
Total charge: 0
Strongest force on any atom: 3.13 eV/A
Energy relative to the best compared isomer or geometry (same formula, charge and spin): 3.4155 eV
Molecular weight: 117.11 g mol⁻¹
Structure (SMILES): N=C=N.N=C=O.CO
Gap between HOMO and LUMO: 10.56 eV

natural (NBO) atomic charge list, values in e, 2 entries: -0.250, 0.902

Formula: C32H33N6O2SSeTi
Source: OMol25
Level of theory: ωB97M-V/def2-TZVPD

Element x y z (Å)
Ti 1.43454 -0.94370 -0.12191
C -2.50549 2.53661 2.08289
C -2.72874 3.48356 0.93983
C -3.21202 4.76943 1.17051
C -3.46761 5.64713 0.13114
C -3.24121 5.25349 -1.17954
C -2.73457 3.99187 -1.43319
C -2.47657 3.11105 -0.38654
N -1.97153 1.82078 -0.68910
C -0.73562 1.34034 -0.32704
N 0.06698 2.24698 0.25345
C 1.34508 2.13540 0.86383
C 2.09652 0.95772 0.80502
C 3.33173 1.02231 1.47346
C 3.80015 2.15990 2.10869
C 3.02374 3.30679 2.11201
C 1.78073 3.31483 1.49763
C 0.95313 4.57159 1.51582
N -0.40756 0.09745 -0.56703
C -1.36867 -0.71972 -1.22934
C -1.32192 -0.83215 -2.61843
C -2.18280 -1.68799 -3.28475
C -3.08835 -2.44993 -2.56324
C -3.13268 -2.34205 -1.18260
C -2.29087 -1.47661 -0.48720
C -2.41040 -1.36529 1.00570
H -3.18014 2.77164 2.90491
H -1.48194 2.59456 2.46073
H -2.67251 1.50555 1.77597
H -3.40834 5.07438 2.19130
H -3.85019 6.63632 0.34406
H -3.44256 5.92983 -1.99900
H -2.51946 3.67487 -2.44588
H -2.48376 1.25583 -1.34747
H -0.31943 3.17756 0.26838
H 3.96383 0.13953 1.49891
H 4.76395 2.15303 2.60270
H 3.37697 4.20701 2.60095
H 1.46512 5.34967 2.07882
H -0.02478 4.42225 1.98320
H 0.77847 4.96503 0.50850
H -0.57330 -0.26520 -3.15909
H -2.13444 -1.76981 -4.36271
H -3.75919 -3.12837 -3.07456
H -3.83894 -2.94183 -0.62027
H -2.53970 -2.35059 1.45511
H -3.28713 -0.76910 1.27164
H -1.52943 -0.89928 1.44543
C 0.11177 -4.55953 -2.08070
C 0.42594 -3.61026 -0.94620
O 0.87722 -2.50634 -1.24125
C 0.17893 -4.00231 0.43289
C -0.32707 -5.28969 0.70748
C -0.59008 -5.70892 1.98546
C -0.34903 -4.83144 3.04603
C 0.13511 -3.56740 2.82405
C 0.41298 -3.10886 1.51568
O 0.82480 -1.88388 1.37039
H 0.36424 -4.06523 -3.01474
H -0.94846 -4.81146 -2.07904
H 0.68104 -5.48369 -1.98654
H -0.51182 -5.96910 -0.11308
H -0.97156 -6.70314 2.17062
H -0.54749 -5.15352 4.06068
H 0.32281 -2.88016 3.63746
N 4.42669 -1.08051 -3.05468
C 3.84623 -0.07176 -2.39486
N 4.60391 0.68783 -1.60136
S 2.19953 0.27289 -2.58740
H 5.30561 -1.45180 -2.71447
H 3.80971 -1.70200 -3.54493
H 5.49165 0.32208 -1.27421
H 4.11284 1.31268 -0.97833
Se 6.31759 -2.10186 -0.23510
C 4.54458 -1.95421 -0.08955
N 3.39324 -1.78107 -0.08598

Results
Total charge: 0
Strongest force on any atom: 1.98 eV/A
Energy relative to the best compared isomer or geometry (same formula, charge and spin): 0.0000 eV
Molecular weight: 692.55 g mol⁻¹
Gap between HOMO and LUMO (spin up / spin down): 7.13 / 7.56 eV
2S+1: 2

Mulliken atomic charge list, values in e, 2 entries: -0.731, -0.888

Formula: C3H5NOS
Source: OMol25
Level of theory: ωB97M-V/def2-TZVPD

Element x y z (Å)
C 1.08751 -1.10851 -0.23019
C -0.19732 -1.25769 0.62438
C 0.71489 1.34901 0.13312
H 1.18408 -1.36850 -1.38856
H 1.79475 -1.86700 0.19071
H 0.02492 -0.63958 1.80201
H -0.50147 -2.36902 0.78429
H 1.32555 2.32490 0.31072
N -0.62521 1.35005 0.29722
O 1.71899 0.29401 -0.22646
S -1.42711 -0.11126 -0.32074

Results
Total charge: 0
Strongest force on any atom: 5.07 eV/A
Energy relative to the best compared isomer or geometry (same formula, charge and spin): 3.9618 eV
Molecular weight: 103.15 g mol⁻¹
Gap between HOMO and LUMO: 9.25 eV

natural (NBO) atomic charge list, values in e, 2 entries: -0.123, -0.572

Formula: C34H55IrN4OP2S
Source: OMol25
Level of theory: ωB97M-V/def2-TZVPD

Element x y z (Å)
C -1.41253 -1.42002 -2.21365
C 0.71723 -2.28568 -1.69265
C -1.48058 -2.19696 -3.36760
C 0.57759 -3.24321 -2.73058
C -0.50885 -3.18208 -3.58746
H -2.30522 -2.03560 -4.06237
H 1.36809 -3.97982 -2.83520
H -0.60911 -3.88270 -4.41817
N -0.39134 -1.54731 -1.35203
P -2.52196 -0.14554 -0.04493
P 2.29316 -0.67827 0.04335
C -2.42795 -0.33777 -1.88398
H -2.06674 0.60871 -2.30526
H -3.39787 -0.53993 -2.35029
C 1.94386 -1.97233 -1.07735
H 2.78782 -2.61742 -1.32255
C 3.62945 0.16500 -1.18980
C 3.31965 -1.31678 1.56584
C -3.28455 1.56525 0.15120
C -3.73084 -1.58310 0.31880
C 3.57170 1.65231 -0.81740
H 3.90346 1.82170 0.21710
H 4.23620 2.21825 -1.48800
H 2.56125 2.06070 -0.91291
C 5.06581 -0.36500 -1.07063
H 5.53490 -0.22502 -0.09428
H 5.13171 -1.42301 -1.35598
H 5.67942 0.19209 -1.79813
C 3.26356 -0.10919 -2.66241
H 3.74603 0.64427 -3.30326
H 3.61598 -1.10318 -2.97700
H 2.18716 -0.07100 -2.86457
C 4.06837 -0.10222 2.14151
H 3.36382 0.71975 2.33820
H 4.53385 -0.38431 3.09859
H 4.86301 0.27585 1.49298
C 2.37934 -1.80579 2.66852
H 1.69611 -1.00654 2.98302
H 1.80799 -2.68874 2.37040
H 2.97938 -2.08360 3.54961
C 4.24077 -2.48824 1.21688
H 5.03672 -2.23892 0.51181
H 4.72974 -2.82803 2.14380
H 3.67102 -3.33351 0.81198
C -4.19863 -1.46994 1.77724
H -4.84509 -2.33645 1.98593
H -3.35941 -1.50820 2.48708
H -4.79418 -0.56382 1.95773
C -3.04963 -2.95078 0.11225
H -2.76712 -3.10975 -0.93591
H -2.16967 -3.08916 0.74593
H -3.78317 -3.72693 0.38073
C -4.95138 -1.60440 -0.61784
H -5.60642 -2.41799 -0.27134
H -5.53973 -0.68433 -0.59906
H -4.67583 -1.83073 -1.65590
C -2.48580 2.61428 -0.63903
H -2.57140 2.47869 -1.72368
H -2.89979 3.60785 -0.40579
H -1.42564 2.61929 -0.36661
C -3.26907 1.97835 1.62827
H -2.24700 2.13171 1.99549
H -3.80261 2.93627 1.71987
H -3.78375 1.25715 2.27423
C -4.72871 1.58578 -0.36055
H -4.81565 1.23616 -1.39622
H -5.41018 1.02029 0.28463
H -5.08289 2.62647 -0.34862
Ir -0.24215 -0.41390 0.48259
C -0.58767 -1.62574 1.82790
O -0.77328 -2.39528 2.69458
N 0.28954 1.09666 -0.95741
C 0.65483 1.18542 -2.09228
C 0.68541 2.11460 -3.20940
C 0.44119 3.48112 -2.95052
C 0.88695 1.69261 -4.53860
C 0.50339 4.41858 -3.98166
H 0.17603 3.79023 -1.93345
C 0.97197 2.63936 -5.56001
H 0.93862 0.61684 -4.73999
C 0.78487 4.00157 -5.28957
H 0.31979 5.47408 -3.76262
H 1.17093 2.30681 -6.58335
H 0.83577 4.72975 -6.09820
C 1.47974 0.32421 5.59561
N 1.22333 1.11753 4.38963
C 0.18423 0.93427 3.55827
S 0.37177 1.35063 1.85940
N -1.00419 0.47864 3.99567
C -1.49336 0.67648 5.36312
H 1.05616 0.81894 6.47780
H 2.56626 0.24500 5.73010
H 1.06126 -0.68913 5.50791
H 2.03714 1.54485 3.94967
H -1.72411 0.42786 3.27389
H -2.58350 0.78745 5.31248
H -1.27056 -0.20766 5.97364
H -1.06421 1.57534 5.83079

Results
Total charge: +3
Strongest force on any atom: 4.80 eV/A
Energy relative to the best compared isomer or geometry (same formula, charge and spin): 0.0000 eV
Molecular weight: 822.07 g mol⁻¹
Gap between HOMO and LUMO (spin up / spin down): 5.24 / 4.24 eV
2S+1: 6

Mulliken atomic charge list, values in e, 2 entries: 0.210, 0.550

Formula: C4H9N3O
Source: OMol25
Level of theory: ωB97M-V/def2-TZVPD

Element x y z (Å)
C 0.85957 1.96408 -0.19830
N -0.21469 -0.38799 1.03348
C -1.46366 -0.37731 0.29724
C 0.41635 0.59637 -0.59125
N 0.39761 -1.61304 1.38983
C 1.02405 -0.21990 -1.45544
O -1.30398 0.53596 -0.62676
N -2.32691 -1.29796 0.44311
H -0.12554 0.32801 1.74894
H 0.71043 -2.03069 0.50767
H -0.32816 -2.22550 1.76322
H -3.06182 -1.19523 -0.25530
H 0.00310 2.62036 -0.03977
H 1.45022 1.93630 0.72151
H 1.46799 2.40013 -0.99274
H 1.91119 0.12257 -1.97159
H 0.58426 -1.15617 -1.77387

Results
Total charge: 0
Strongest force on any atom: 2.11 eV/A
Energy relative to the best compared isomer or geometry (same formula, charge and spin): 4.3158 eV
Molecular weight: 115.14 g mol⁻¹
Structure (SMILES): [H]/N=C(/NN)OC(=C)C
Gap between HOMO and LUMO: 9.28 eV

natural (NBO) atomic charge list, values in e, 2 entries: -0.697, -0.437

Formula: C2H4I2S
Source: OMol25
Level of theory: ωB97M-V/def2-TZVPD

Element x y z (Å)
C -1.49054 0.64500 -0.87914
C 1.47091 0.12048 1.09013
S -1.28769 -1.01686 -1.01455
I 1.41805 -1.79115 0.19815
I 2.68780 1.50197 0.00988
H -1.28606 1.06802 0.04014
H -1.05982 1.20908 -1.67746
H 1.69181 -0.17391 2.16338
H -2.14446 -1.56264 0.06946

Results
Total charge: 0
Strongest force on any atom: 3.12 eV/A
Energy relative to the best compared isomer or geometry (same formula, charge and spin): 0.7876 eV
Molecular weight: 313.93 g mol⁻¹
Gap between HOMO and LUMO (spin up / spin down): 6.83 / 7.31 eV
2S+1: 3

natural (NBO) atomic charge list, values in e, 2 entries: -0.625, -0.587